Here is C31H51CoN10O4Si as an isolated structure from OMol25. Energies are from ωB97M-V/def2-TZVPD.

Each line ends with the Mulliken charge.
Geometry (Å):
Co1 -0.79 0.03 0.58  0.37
N1 -3.01 -0.32 6.63  -0.63
C1 -2.59 0.18 5.67  0.56
N2 -2.04 0.82 4.65  -0.46
C2 -1.87 0.35 3.49  0.73
N3 -1.55 0.03 2.41  -0.60
C3 -2.53 2.15 -1.82  -1.18
C4 -3.01 1.08 -2.80  1.71
C5 -3.66 1.74 -4.01  -1.88
C6 -3.98 0.13 -2.12  -1.52
O1 -1.90 0.32 -3.29  0.41
Si1 -0.49 -0.14 -2.63  -2.61
O2 -0.63 -0.69 -1.13  1.26
O3 0.60 1.09 -2.55  0.76
C7 1.32 1.80 -3.58  1.65
C8 2.65 1.09 -3.77  -1.54
C9 1.52 3.21 -3.05  -1.37
C10 0.53 1.82 -4.88  -1.29
O4 0.15 -1.31 -3.59  -0.23
C11 -0.48 -2.39 -4.30  1.68
C12 -1.48 -3.08 -3.37  -1.08
C13 -1.18 -1.86 -5.54  -1.58
C14 0.64 -3.33 -4.68  -1.72
H1 -3.37 2.79 -1.52  0.67
H2 -1.75 2.77 -2.27  0.15
H3 -2.12 1.71 -0.91  -0.14
H4 -4.52 2.33 -3.71  0.43
H5 -3.98 0.97 -4.71  0.36
H6 -2.94 2.39 -4.52  0.36
H7 -4.86 0.66 -1.76  0.46
H8 -3.50 -0.37 -1.27  -0.03
H9 -4.30 -0.64 -2.83  0.34
H10 3.22 1.11 -2.84  0.25
H11 3.25 1.58 -4.54  0.44
H12 2.49 0.05 -4.06  0.14
H13 2.00 3.18 -2.07  0.06
H14 0.55 3.71 -2.94  0.32
H15 2.14 3.79 -3.73  0.45
H16 0.41 0.82 -5.29  0.09
H17 1.05 2.43 -5.62  0.59
H18 -0.46 2.24 -4.72  0.15
H19 -2.29 -2.41 -3.09  0.05
H20 -0.97 -3.41 -2.46  0.05
H21 -1.91 -3.96 -3.86  0.58
H22 -1.93 -1.12 -5.29  0.07
H23 -1.66 -2.68 -6.08  0.53
H24 -0.45 -1.40 -6.21  0.34
H25 1.16 -3.69 -3.79  0.30
H26 1.36 -2.82 -5.32  0.34
H27 0.25 -4.20 -5.23  0.42
C15 2.34 1.31 0.62  -0.70
C16 1.20 2.05 1.22  0.54
N4 -0.05 1.93 0.85  0.63
C17 -0.77 2.91 1.51  -0.71
C18 0.06 3.58 2.33  -0.78
N5 1.31 3.02 2.16  0.49
C19 2.39 3.11 3.14  -1.43
N6 2.21 2.07 4.12  0.68
N7 2.76 0.86 3.91  -0.52
N8 2.30 0.02 4.76  -0.56
C20 1.38 0.68 5.56  0.67
C21 0.57 0.19 6.60  -0.68
C22 -0.29 1.08 7.18  -0.97
C23 -0.35 2.43 6.76  -0.54
C24 0.44 2.92 5.75  -0.84
C25 1.31 2.00 5.16  1.24
H28 1.93 0.58 -0.09  -0.83
H29 2.98 0.82 1.35  0.46
H30 2.95 1.99 0.03  0.60
H31 -1.83 3.02 1.38  0.57
H32 -0.12 4.39 3.02  0.42
H33 2.34 4.08 3.62  0.44
H34 3.36 2.99 2.66  0.30
H35 0.62 -0.84 6.91  0.45
H36 -0.95 0.75 7.98  0.52
H37 -1.05 3.10 7.25  0.41
H38 0.38 3.96 5.44  0.43
C26 1.59 -3.06 3.00  -1.05
C27 1.11 -1.68 2.52  -0.07
N9 0.44 -1.80 1.21  2.13
C28 1.40 -2.27 0.19  -0.20
C29 2.04 -3.60 0.63  -0.99
N10 1.34 -4.05 1.89  0.00
C30 -0.14 -4.18 1.62  -0.79
C31 -0.67 -2.76 1.30  -0.54
H39 1.05 -3.42 3.88  0.33
H40 2.66 -3.09 3.21  0.36
H41 1.94 -0.99 2.43  -0.17
H42 0.40 -1.26 3.23  -0.11
H43 2.17 -1.52 0.06  0.43
H44 0.86 -2.36 -0.75  -0.19
H45 3.09 -3.51 0.88  0.35
H46 1.91 -4.40 -0.10  0.35
H47 1.70 -4.96 2.17  0.27
H48 -0.59 -4.61 2.51  0.32
H49 -0.25 -4.87 0.79  0.33
H50 -1.35 -2.42 2.08  0.63
H51 -1.20 -2.76 0.35  0.11

The HOMO energy (alpha / beta) is -11.1 / -11.1 eV. As for the multiplicity: 4. Its total charge is +1. As for the LUMO energy (alpha / beta): -2.8 / -2.8 eV.

=====

Here is C22H23AuGeN4O2 as an isolated structure in a non-equilibrium geometry from OMol25. Energies are from ωB97M-V/def2-TZVPD.

Each line ends with the Mulliken charge.
Geometry (Å):
Au1 -0.31 0.05 0.10  0.69
O1 2.70 2.84 -0.76  -0.77
C1 1.75 2.14 -0.41  0.87
N1 1.45 0.89 -0.73  -0.24
C2 2.10 0.03 -1.63  0.02
C3 3.16 0.41 -2.46  -0.52
C4 3.72 -0.51 -3.33  -0.59
C5 3.23 -1.81 -3.39  -0.66
C6 2.16 -2.19 -2.58  -0.55
C7 1.59 -1.28 -1.71  0.32
N2 0.50 -1.60 -0.85  -0.02
C8 0.01 -2.83 -0.60  0.76
O2 0.38 -3.89 -1.09  -0.74
C9 -1.08 -2.87 0.45  0.09
C10 -1.96 -3.95 0.48  -0.50
C11 -2.98 -3.94 1.42  -0.37
C12 -3.07 -2.88 2.31  -0.64
C13 -2.14 -1.86 2.21  -0.23
N3 -1.17 -1.85 1.29  -0.16
C14 0.68 2.77 0.49  -0.05
C15 0.71 4.13 0.73  -0.43
C16 -0.26 4.70 1.54  -0.33
C17 -1.24 3.89 2.10  -0.77
C18 -1.21 2.54 1.82  -0.07
N4 -0.28 1.99 1.03  -0.07
H1 3.54 1.42 -2.39  0.48
H2 4.54 -0.21 -3.97  0.38
H3 3.67 -2.53 -4.06  0.39
H4 1.78 -3.20 -2.62  0.50
H5 -1.83 -4.75 -0.23  0.45
H6 -3.70 -4.75 1.45  0.42
H7 -3.84 -2.84 3.06  0.40
H8 -2.16 -1.02 2.89  0.40
H9 1.51 4.70 0.28  0.47
H10 -0.26 5.76 1.73  0.45
H11 -2.00 4.29 2.75  0.42
H12 -1.95 1.86 2.23  0.34
C19 -1.81 3.01 -1.93  -1.06
Ge1 -2.37 1.18 -2.31  0.55
C20 -4.21 1.17 -2.97  -1.24
C21 -1.17 0.37 -3.60  -1.04
C22 -2.37 0.13 -0.67  -1.26
H13 -2.01 3.66 -2.79  0.45
H14 -0.74 3.05 -1.73  0.23
H15 -2.34 3.42 -1.06  0.29
H16 -4.30 1.77 -3.88  0.36
H17 -4.89 1.58 -2.22  0.36
H18 -4.52 0.15 -3.20  0.35
H19 -1.23 0.89 -4.56  0.45
H20 -1.42 -0.68 -3.76  0.32
H21 -0.13 0.42 -3.25  0.24
H22 -2.66 -0.91 -0.85  0.37
H23 -2.99 0.54 0.14  0.48

The HOMO energy (alpha / beta) is -7.4 / -7.3 eV. As for the LUMO energy (alpha / beta): -1.3 / -1.1 eV.

=====

Here is a 2-piece molecular cluster, C4H8N2OS overall in a non-equilibrium geometry from OMol25. Energies are from ωB97M-V/def2-TZVPD.

Each line ends with the Mulliken charge.
Geometry (Å):
C1 -0.79 0.70 -1.99  0.47
C2 0.25 1.24 -2.53  -0.96
C3 0.31 -0.20 1.39  0.36
C4 1.61 -0.42 0.68  -0.87
N1 -1.69 0.15 -1.42  -0.34
N2 -0.51 -1.26 1.67  -0.08
O1 -1.73 -0.99 2.28  -0.37
S1 -0.37 1.31 1.33  -0.45
H1 0.61 2.19 -2.27  0.28
H2 0.97 0.71 -3.07  0.32
H3 2.21 -1.27 0.94  0.38
H4 2.17 0.50 1.10  0.28
H5 1.39 -0.43 -0.39  0.15
H6 -2.52 -0.16 -1.96  0.27
H7 -0.04 -2.08 2.11  0.27
H8 -1.87 0.01 2.13  0.31

The HOMO energy is -8.6 eV. The energy above the lowest of the compared OMol25 structures with the same formula, charge and spin is 379.1 kJ/mol. The SMILES is CC(=S)NO.C=C=N. As for the LUMO energy: 0.6 eV.

=====

Here is a 2-piece molecular cluster, C10H16 overall in a non-equilibrium geometry from OMol25. Energies are from ωB97M-V/def2-TZVPD.

Each line ends with the Mulliken charge.
Geometry (Å):
C1 0.60 2.50 1.83  -1.38
C2 -0.29 -1.09 2.65  -0.30
C3 -1.61 -1.19 2.22  -0.57
C4 0.45 0.07 2.50  -0.61
C5 -0.16 1.20 1.95  0.87
C6 -2.12 -0.14 1.48  -0.35
C7 -1.41 1.05 1.37  -0.54
H1 0.12 -1.99 3.11  0.36
H2 -2.15 -2.09 2.47  0.38
H3 1.44 0.04 2.93  0.33
H4 -3.09 -0.25 1.02  0.40
H5 0.18 3.21 2.54  0.32
H6 0.59 2.83 0.80  0.33
H7 -1.92 1.91 0.97  0.40
H8 1.63 2.44 2.19  0.36
C8 0.16 -0.99 -2.62  -0.09
C9 1.37 -1.23 -1.70  -0.96
C10 0.42 -0.07 -3.83  -1.08
H9 -0.66 -0.55 -2.04  0.18
H10 -0.15 -1.98 -2.97  0.27
H11 1.73 -2.25 -1.83  0.31
H12 2.29 -0.71 -1.98  0.34
H13 1.28 0.57 -3.69  0.32
H14 -0.45 0.56 -3.99  0.30
H15 1.14 -1.19 -0.64  0.15
H16 0.61 -0.67 -4.72  0.27

The HOMO energy is -9.1 eV. The energy above the lowest of the compared OMol25 structures with the same formula, charge and spin is 67.4 kJ/mol. The SMILES is Cc1ccccc1.CCC. As for the LUMO energy: 1.0 eV.

=====

Here is a 2-piece molecular cluster, C4H14N3 overall in a non-equilibrium geometry from OMol25. Energies are from ωB97M-V/def2-TZVPD.

Each line ends with the Mulliken charge.
Geometry (Å):
C1 -0.63 0.26 2.38  -1.00
C2 -1.16 -0.99 0.36  0.68
N1 -0.57 -0.96 1.53  -0.17
N2 -1.50 0.14 -0.25  -0.33
N3 -1.55 -2.16 -0.18  -0.45
H1 -0.12 -1.78 1.88  0.28
H2 -1.09 1.05 -0.12  0.25
H3 -2.09 0.00 -1.06  0.20
H4 -1.92 -2.86 0.45  0.23
H5 -1.75 -2.21 -1.16  0.24
H6 -0.25 -0.05 3.34  0.37
H7 -1.68 0.47 2.48  0.37
H8 0.10 0.98 2.02  0.32
C3 1.92 0.65 -0.83  -0.52
C4 1.57 1.46 -2.05  -0.97
H9 2.93 0.89 -0.49  0.36
H10 1.34 0.63 0.07  -0.03
H11 2.01 -0.42 -1.07  0.25
H12 0.73 1.07 -2.65  0.28
H13 2.34 1.32 -2.80  0.35
H14 1.35 2.51 -1.86  0.30

The HOMO energy is -14.7 eV. The energy above the lowest of the compared OMol25 structures with the same formula, charge and spin is 45.6 kJ/mol. Its total charge is +1. As for the LUMO energy: -3.0 eV.

=====

Total energy across the listed records, respectively: -101570.5270; -93449.5338; -20136.9052; -10629.0455; -8839.5503 eV.